Record 1
{"formula": "C3H25NO12", "method": "the ωB97M-V functional and the def2-TZVPD basis", "species": ["O", "C", "C", "N", "C", "O", "H", "H", "H", "H", "H", "O", "H", "H", "O", "H", "H", "O", "H", "H", "O", "H", "H", "O", "H", "H", "O", "H", "H", "O", "H", "H", "O", "H", "H", "O", "H", "H", "O", "H", "H"], "xyz": [[-1.47407, 0.72152, 1.61001], [-0.41291, 1.00831, 2.11667], [0.85738, 0.39128, 1.60156], [0.61022, -1.01067, 1.29389], [1.62605, -1.78889, 0.88770], [2.71960, -1.29044, 0.58324], [-0.42465, 1.57617, 3.06218], [1.04678, 0.91878, 0.65281], [1.67125, 0.49306, 2.31391], [-0.06315, -1.54636, 1.82910], [1.63747, -2.87561, 0.82184], [-0.68720, -2.92199, 3.18987], [-0.51548, -2.49217, 4.02979], [-1.43046, -2.53179, 2.70641], [-1.29216, -3.55645, 0.60055], [-2.13900, -3.16404, 0.39442], [-1.46844, -4.45119, 0.90297], [-2.97214, -0.02544, -0.44594], [-3.61361, -0.11848, -1.16203], [-2.14113, -0.10036, -0.93800], [0.15509, -0.84361, -2.62369], [0.43402, -0.00079, -2.26462], [0.25282, -0.97545, -3.55751], [2.81421, -0.21383, -1.98613], [3.52509, -0.32584, -1.35450], [2.33799, -0.95836, -1.59194], [1.42280, 1.89308, -1.09015], [1.99056, 1.08782, -1.05921], [1.29523, 2.04823, -2.04905], [-3.00758, -1.22766, 2.19871], [-2.89540, -0.76896, 1.34596], [-2.35809, -0.81243, 2.75982], [-1.79434, 2.36496, -2.21716], [-2.02872, 1.81300, -1.46111], [-1.02623, 2.81460, -1.87902], [2.01892, 3.37692, 1.17716], [1.41496, 2.78563, 0.70653], [2.38680, 3.85523, 0.42848], [0.83987, 2.07778, -3.74307], [0.05839, 1.76463, -4.19385], [0.62926, 3.00980, -3.59662]], "forces_ev_per_angstrom": [[0.6, 0.9, 0.0], [-0.7, -1.1, 0.4], [-0.2, -0.1, -0.3], [-0.3, -1.2, 0.2], [2.5, 1.2, -0.4], [-0.4, 0.1, -0.2], [0.4, 0.4, -0.2], [0.3, -0.2, 0.6], [0.2, 0.3, -0.1], [-0.2, 0.2, -0.1], [-1.4, -0.1, 0.3], [0.6, -0.3, -0.2], [-0.5, 0.2, 0.0], [-0.3, -0.1, 0.4], [0.4, 0.0, -0.2], [-0.4, 0.1, 0.0], [-0.1, 0.0, 0.1], [0.1, 0.1, -0.9], [-0.3, -0.1, 0.2], [0.2, -0.3, 0.4], [-1.0, -1.0, 1.4], [0.3, 0.4, -0.8], [0.4, 0.7, -0.5], [0.1, -0.7, 0.5], [1.1, 0.6, 0.1], [-0.8, -0.2, -0.7], [-0.2, -0.1, -0.2], [0.0, 0.5, -0.5], [0.2, -0.4, 0.5], [-0.2, -0.8, -0.3], [-0.2, 0.0, 0.2], [-0.1, 0.5, 0.2], [-0.3, -0.3, 0.0], [-0.4, 0.0, 0.0], [0.5, 0.4, 0.1], [-0.3, 0.0, 0.1], [0.2, 0.1, 0.0], [0.2, 0.1, 0.1], [0.3, 0.7, -0.1], [-0.5, -0.4, -0.1], [0.1, 0.0, -0.3]], "mulliken_charge": [-0.498, -0.197, 1.432, 0.333, -0.128, -0.686, 0.457, -1.161, 0.431, -0.179, 0.444, -0.661, 0.299, 0.383, -0.565, 0.288, 0.294, -0.654, 0.308, 0.259, -0.602, 0.367, 0.265, -0.709, 0.328, 0.357, -0.740, 0.268, 0.285, -0.697, 0.435, 0.324, -0.617, 0.344, 0.302, -0.648, 0.226, 0.329, -0.645, 0.313, 0.319], "homo_ha": -0.365, "charge": 0, "max_force_ev_per_a": 2.778, "gap_ev": 10.0, "e_tot_ha": -1086.91083}

Record 2
{"formula": "C3H2IrO4", "method": "the ωB97M-V functional and the def2-TZVPD basis", "species": ["C", "C", "O", "O", "H", "H", "O", "O", "C", "Ir"], "xyz": [[1.90470, -0.43266, -0.52146], [0.49125, 0.03490, -1.19838], [-0.46673, -0.70794, -1.22033], [2.86174, 0.27744, -0.65540], [1.98285, -1.51270, -0.28485], [0.34456, 1.05948, -0.60713], [-1.63795, 0.74624, 1.75327], [-2.61024, 0.02212, 1.16599], [-0.70636, 1.37747, 2.03786], [-2.16382, -0.86436, -0.46955]], "forces_ev_per_angstrom": [[2.1, -0.1, -3.2], [-0.4, 2.8, 5.2], [4.5, -0.5, -2.9], [-1.5, -0.8, 0.7], [0.2, -0.3, 0.8], [0.2, -0.7, -2.7], [1.6, 1.2, 1.0], [-2.0, -0.7, 0.0], [-0.1, 0.4, 0.6], [-4.7, -1.3, 0.4]], "lowdin_spin": [0.113, 0.283, 0.108, 0.676, 0.062, 0.023, 0.004, 0.276, 0.019, 2.437], "homo_ha": [-0.914, -0.951], "spin_multiplicity": 5, "charge": 3, "max_force_ev_per_a": 5.969, "gap_ev": [7.3, 7.0], "e_tot_ha": -518.86849}

Record 3
{"formula": "C16H26Cl8O6", "method": "the ωB97M-V functional and the def2-TZVPD basis", "species": ["O", "C", "C", "C", "C", "O", "H", "H", "H", "H", "H", "H", "O", "C", "C", "C", "C", "O", "H", "H", "H", "H", "H", "H", "O", "C", "C", "C", "C", "O", "H", "H", "H", "H", "H", "H", "Cl", "C", "Cl", "H", "H", "Cl", "C", "Cl", "H", "H", "Cl", "C", "Cl", "H", "H", "Cl", "C", "Cl", "H", "H"], "xyz": [[-6.30993, -15.23971, -0.25926], [-5.27688, -15.89683, -0.34768], [-3.87652, -15.59272, 0.11032], [-2.95643, -16.51169, -0.60837], [-3.89013, -17.51525, -1.29259], [-5.24573, -17.12179, -0.85613], [-3.75423, -14.56842, -0.24176], [-3.73300, -15.57156, 1.19063], [-2.37713, -15.88716, -1.28843], [-2.23063, -17.04666, 0.00410], [-3.73511, -17.57156, -2.37004], [-3.71411, -18.52451, -0.92038], [-4.69890, -23.96289, 5.36977], [-3.84357, -24.30079, 4.57563], [-3.99594, -24.65901, 3.14117], [-2.80115, -25.49436, 2.85230], [-1.74774, -25.08979, 3.95396], [-2.59498, -24.47115, 4.92889], [-4.86636, -25.31081, 3.06621], [-4.11278, -23.73276, 2.57857], [-3.07151, -26.54345, 2.97236], [-2.34226, -25.53817, 1.86458], [-1.34035, -26.02467, 4.33884], [-1.01161, -24.43706, 3.48475], [-11.84125, -18.64186, 7.98582], [-10.97504, -19.31383, 8.41683], [-9.94574, -20.25524, 7.70741], [-9.22949, -20.83216, 8.94567], [-10.00604, -20.48038, 10.26821], [-10.72852, -19.37713, 9.76462], [-10.68627, -20.89668, 7.22964], [-9.26798, -19.72969, 7.03471], [-9.04385, -21.89632, 8.79998], [-8.26101, -20.33291, 8.91544], [-10.73769, -21.22676, 10.57756], [-9.25468, -20.31488, 11.04033], [-15.88094, -21.44977, 5.53592], [-16.10872, -20.06915, 4.45020], [-14.95293, -19.95605, 3.13605], [-17.07664, -20.19035, 3.96385], [-15.89053, -19.18972, 5.05608], [-1.84494, -19.22291, 4.59445], [-3.22225, -18.97583, 5.75420], [-4.05712, -17.40497, 5.55602], [-3.99506, -19.74296, 5.70538], [-2.87125, -18.88362, 6.78201], [-12.70933, -12.94344, 4.48790], [-13.72031, -14.44508, 4.54666], [-15.18287, -14.21333, 5.42604], [-13.84967, -14.80892, 3.52735], [-13.10795, -15.18331, 5.06447], [-9.23422, -17.47543, 3.10662], [-9.05014, -18.99743, 2.16291], [-7.83860, -20.07309, 2.81549], [-10.00145, -19.52884, 2.13628], [-8.74091, -18.70762, 1.15868]], "forces_ev_per_angstrom": [[2.3, -1.3, -0.1], [-1.7, 0.8, 1.1], [-0.3, 2.2, 0.5], [0.8, -0.4, -0.6], [-0.2, -0.2, 1.0], [0.3, -1.5, -2.0], [0.4, 0.2, 0.3], [-0.5, -0.1, 0.0], [0.0, -0.5, -0.4], [-0.2, 0.2, 0.2], [-0.8, 0.4, -0.1], [-0.3, 0.1, 0.1], [0.9, -0.1, -1.0], [-1.9, 0.2, 1.0], [-1.0, -0.2, -0.6], [1.8, -1.2, -0.1], [-2.0, -0.9, -1.7], [2.6, 0.1, 1.4], [-0.4, 0.6, -0.2], [-0.1, -0.1, -0.2], [-0.1, -0.1, 0.4], [-0.2, 0.8, -0.2], [0.4, 0.5, 0.4], [0.1, 0.3, 0.8], [-0.7, 0.6, -0.5], [2.3, -0.8, 0.7], [-1.9, 0.6, 2.0], [0.7, -1.1, -0.7], [0.6, -0.7, -3.3], [-1.2, 1.6, 1.4], [0.7, -0.6, -0.5], [-0.4, -0.1, -0.1], [0.1, 0.0, 0.3], [0.1, -0.1, 0.6], [0.2, -0.2, 0.1], [-0.5, 0.8, 0.2], [0.1, -0.2, -0.1], [0.2, 0.1, 0.2], [0.5, -0.3, -0.4], [0.0, 0.5, 0.5], [-0.8, -0.1, -0.2], [-1.1, 0.1, 0.8], [0.0, 0.7, 0.4], [0.1, -0.2, -0.4], [0.5, -0.1, -0.5], [0.5, -0.5, -0.4], [-0.4, -0.5, -0.1], [1.7, -0.2, -0.2], [-0.7, 0.1, 0.1], [-0.4, 0.4, 0.1], [-0.1, 0.2, 0.1], [0.0, -0.6, -0.2], [-0.3, 0.6, -0.3], [0.3, -0.2, 0.3], [0.1, 0.2, 0.1], [-0.1, 0.0, 0.2]], "mulliken_charge": [-0.621, 0.549, -0.371, -0.391, -0.331, -0.364, 0.233, 0.279, 0.247, 0.265, 0.232, 0.271, -0.625, 0.515, -0.245, -0.639, -0.359, -0.350, 0.225, 0.274, 0.247, 0.391, 0.277, 0.289, -0.537, 0.469, -0.361, -0.586, -0.297, -0.375, 0.243, 0.299, 0.366, 0.242, 0.250, 0.287, -0.152, -0.217, -0.149, 0.283, 0.236, -0.158, -0.219, -0.154, 0.262, 0.270, -0.167, -0.165, -0.135, 0.271, 0.197, -0.150, -0.256, -0.127, 0.267, 0.270], "homo_ha": -0.373, "charge": 0, "max_force_ev_per_a": 3.416, "gap_ev": 10.4, "e_tot_ha": -4758.17835}